{"formula": "C13H16N4O2S", "method": "wB97M-V/def2-TZVPD", "max_force_ev_per_a": 18.559, "homo_energy_ev": -8.40, "total_charge": 0, "spin_multiplicity": 1, "e_above_lowest_kj_mol": 1019.21, "orbital_gap_ev": 8.9, "symbols": ["C", "N", "C", "N", "C", "C", "C", "C", "N", "C", "H", "H", "H", "S", "C", "C", "O", "N", "C", "H", "C", "H", "O", "C", "H", "C", "H", "H", "H", "H", "H", "H", "H", "H", "H", "H"], "xyz": [[2.7703, 2.3163, 1.7070], [2.5854, 1.3110, 0.6273], [1.4467, 1.2697, -0.1259], [1.3571, 0.1407, -0.9625], [2.5604, -0.5811, -0.9258], [3.0953, -1.5812, -1.3191], [4.3441, -1.9090, -0.7694], [5.0227, -0.9820, -0.0760], [4.4272, 0.0667, 0.5394], [3.2969, 0.2645, 0.2057], [5.9871, -1.0296, 0.4020], [4.8691, -2.5189, -1.4595], [2.6767, -2.2607, -2.2421], [-0.0252, 2.3601, 0.1671], [-1.1238, 1.7311, -1.3859], [-2.6030, 1.4472, -0.6614], [-3.3853, 2.1195, -0.9442], [-2.7848, 0.2671, -0.0466], [-1.6662, -0.6292, -0.0103], [-1.6284, -1.2209, -0.7741], [-2.3306, -1.7251, 1.0112], [-2.5194, -1.1023, 2.2187], [-3.5049, -2.2198, 0.7876], [-4.4271, -1.4349, 0.1697], [-5.3865, -1.5843, 0.0383], [-4.0205, 0.0118, 0.2645], [-4.7758, 0.4356, -0.3005], [-4.2083, 0.3658, 1.3080], [-4.3180, -1.7154, -0.9681], [-1.5293, -2.5698, 1.3079], [-0.8068, -0.2185, 0.3440], [-1.1768, 2.5529, -2.0891], [-0.5957, 0.9178, -1.6764], [2.5739, 3.1874, 1.1782], [3.7157, 2.1041, 1.9476], [2.0878, 2.4136, 2.5128]], "lowdin_charge": [0.026, -0.039, -0.493, 0.079, -0.229, -0.106, -0.074, -0.124, 0.133, -0.293, 0.104, 0.094, 0.184, 0.904, -0.161, -0.597, 0.210, -0.073, -0.063, 0.072, -0.229, 0.182, -0.097, -0.159, 0.075, -0.226, 0.119, 0.158, 0.164, 0.156, 0.056, 0.072, -0.019, 0.062, 0.048, 0.086]}